Record 1
Formula: CHN3O3
Source: OMol25
Level of theory: ωB97M-V/def2-TZVPD

Calculated values
Calculated total energy, Eh: -428.44180
Frontier orbital gap (alpha / beta), eV: 7.907 / 9.255
Molar mass, g mol⁻¹: 103.037
Highest occupied orbital energy (alpha / beta), eV: -9.80 / -10.26
LUMO (alpha / beta), eV: -1.893 / -1.004
Relative energy (zero: lowest compared OMol25 entry of this formula, charge and spin), eV: 3.339
Strongest force on any atom, eV Å⁻¹: 2.9

Atoms and positions in Å:
C (-0.064, 1.009, 1.194)
N (-0.836, 1.326, 1.996)
N (0.716, 0.784, 0.185)
N (-1.015, -0.670, -0.901)
O (-2.038, -0.216, -1.219)
O (-0.360, -1.637, -0.914)
O (1.512, -0.328, 0.219)
H (2.086, -0.268, -0.560)

Atom charges from the Mulliken analysis, given in e for atoms 1 to 2:
1 C 0.637
2 N -0.373



Record 2
Formula: CHN3OS
Source: OMol25
Level of theory: ωB97M-V/def2-TZVPD

Calculated values
Calculated total energy, Eh: -676.35848
Frontier orbital gap, eV: 10.893
Molar mass, g mol⁻¹: 103.106
Highest occupied orbital energy, eV: -10.25
LUMO, eV: 0.646
Relative energy (zero: lowest compared OMol25 entry of this formula, charge and spin), eV: 1.513
Strongest force on any atom, eV Å⁻¹: 2.3

Atoms and positions in Å:
C (-0.859, -1.933, 1.252)
N (0.892, 1.356, -1.407)
N (1.577, 1.394, -2.282)
N (0.067, 1.110, -0.538)
O (-1.640, -2.349, 0.490)
S (0.079, -1.445, 2.382)
H (-0.115, 1.868, 0.104)

Atom charges from the Mulliken analysis, given in e for atoms 1 to 2:
1 C 0.635
2 N 0.682



Record 3
Formula: CHN4
Source: OMol25
Level of theory: ωB97M-V/def2-TZVPD

Calculated values
Calculated total energy, Eh: -257.65573
Charge: -1
Frontier orbital gap, eV: 4.857
Molar mass, g mol⁻¹: 69.047
Highest occupied orbital energy, eV: -2.26
LUMO, eV: 2.594
Relative energy (zero: lowest compared OMol25 entry of this formula, charge and spin), eV: 3.540
Strongest force on any atom, eV Å⁻¹: 3.7

Atoms and positions in Å:
C (-1.174, 0.820, -1.307)
N (4.219, 0.916, -0.353)
N (-1.983, -0.023, -1.228)
N (4.724, 0.613, 0.664)
N (5.161, 0.312, 1.674)
H (-1.356, 1.867, -1.149)

Atom charges from the Mulliken analysis, given in e for atoms 1 to 2:
1 C -0.024
2 N -0.553



Record 4
Formula: CHN4O2S
Source: OMol25
Level of theory: ωB97M-V/def2-TZVPD

Calculated values
Calculated total energy, Eh: -806.36364
Charge: -1
SMILES string: [N-]=N/N=C\N=S(=O)=O
Frontier orbital gap, eV: 7.876
Molar mass, g mol⁻¹: 133.112
Highest occupied orbital energy, eV: -3.92
LUMO, eV: 3.959
Relative energy (zero: lowest compared OMol25 entry of this formula, charge and spin), eV: 1.866
Strongest force on any atom, eV Å⁻¹: 3.7

Atoms and positions in Å:
N (1.454, 1.573, -2.277)
N (1.381, 1.677, -1.141)
N (1.308, 1.281, 0.012)
C (1.101, -0.141, 0.001)
N (1.129, -0.652, -1.139)
S (0.244, -2.300, -1.099)
O (0.568, -2.905, 0.234)
O (-1.202, -1.911, -1.214)
H (0.844, -0.657, 0.860)

Atom charges from the Mulliken analysis, given in e for atoms 1 to 2:
1 N -0.396
2 N 0.724



Record 5
Formula: CHN5O3
Source: OMol25
Level of theory: ωB97M-V/def2-TZVPD

Calculated values
Calculated total energy, Eh: -538.08750
SMILES string: N#[N+][O-].N#[N+][O-].N=C=O
Frontier orbital gap, eV: 11.756
Molar mass, g mol⁻¹: 131.051
Highest occupied orbital energy, eV: -11.26
LUMO, eV: 0.498
Relative energy (zero: lowest compared OMol25 entry of this formula, charge and spin), eV: 0.164
Strongest force on any atom, eV Å⁻¹: 3.8

Atoms and positions in Å:
N (0.542, -2.244, 1.119)
N (1.249, -2.893, 0.565)
O (1.954, -3.579, -0.022)
N (-2.075, -2.316, 2.495)
N (-1.691, -3.134, 1.886)
O (-1.294, -3.991, 1.229)
N (0.745, 1.009, -1.096)
C (0.180, 0.106, -1.645)
O (-0.604, -0.578, -2.125)
H (1.584, 0.909, -0.634)

Atom charges from the Mulliken analysis, given in e for atoms 1 to 2:
1 N -0.346
2 N 0.870



Record 6
Formula: CHN6
Source: OMol25
Level of theory: ωB97M-V/def2-TZVPD

Calculated values
Calculated total energy, Eh: -367.19089
Charge: -1
Frontier orbital gap, eV: 9.376
Molar mass, g mol⁻¹: 97.061
Highest occupied orbital energy, eV: -4.76
LUMO, eV: 4.617
Relative energy (zero: lowest compared OMol25 entry of this formula, charge and spin), eV: 1.103
Strongest force on any atom, eV Å⁻¹: 5.2

Atoms and positions in Å:
C (-0.246, -0.163, 0.220)
N (0.366, 0.690, 0.957)
N (-0.796, -1.228, 0.907)
N (0.186, 0.237, 2.156)
N (-0.506, -0.888, 2.126)
N (0.509, 0.805, -1.931)
N (-0.186, -0.089, -1.443)
H (0.673, 0.636, -2.992)

Atom charges from the Mulliken analysis, given in e for atoms 1 to 2:
1 C 0.517
2 N -0.200



Record 7
Formula: CHNO
Source: OMol25
Level of theory: ωB97M-V/def2-TZVPD

Calculated values
Calculated total energy, Eh: -168.49243
Frontier orbital gap, eV: 9.176
Molar mass, g mol⁻¹: 43.025
Highest occupied orbital energy, eV: -9.95
LUMO, eV: -0.775
Relative energy (zero: lowest compared OMol25 entry of this formula, charge and spin), eV: 5.814
Strongest force on any atom, eV Å⁻¹: 3.5

Atoms and positions in Å:
C (-0.431, -0.358, -0.001)
N (0.786, -0.586, 0.001)
O (0.999, 0.777, 0.000)
H (-1.354, 0.167, 0.000)

Atom charges from the Mulliken analysis, given in e for atoms 1 to 2:
1 C 0.236
2 N -0.250



Record 8
Formula: CHNO2P
Source: OMol25
Level of theory: ωB97M-V/def2-TZVPD

Calculated values
Calculated total energy, Eh: -585.36602
Charge: -1
Frontier orbital gap, eV: 9.132
Molar mass, g mol⁻¹: 89.998
Highest occupied orbital energy, eV: -4.73
LUMO, eV: 4.403
Relative energy (zero: lowest compared OMol25 entry of this formula, charge and spin), eV: 0.600
Strongest force on any atom, eV Å⁻¹: 4.2

Atoms and positions in Å:
C (1.697, -1.211, -1.480)
N (0.898, -0.537, -0.873)
O (-0.359, 0.025, 2.075)
O (-1.240, 0.883, -0.066)
P (0.010, 0.774, 0.859)
H (-1.004, 0.065, -0.515)

Atom charges from the Mulliken analysis, given in e for atoms 1 to 2:
1 C -0.553
2 N -0.272



Record 9
Formula: CHNO5S
Source: OMol25
Level of theory: ωB97M-V/def2-TZVPD

Calculated values
Calculated total energy, Eh: -867.70084
SMILES string: O=C1O[S@@](=O)(O)=[N+]1[O-]
Frontier orbital gap (alpha / beta), eV: 7.708 / 7.802
Molar mass, g mol⁻¹: 139.088
Highest occupied orbital energy (alpha / beta), eV: -10.02 / -9.83
LUMO (alpha / beta), eV: -2.311 / -2.025
Relative energy (zero: lowest compared OMol25 entry of this formula, charge and spin), eV: 1.734
Strongest force on any atom, eV Å⁻¹: 4.7

Atoms and positions in Å:
O (3.072, 1.767, 0.124)
C (2.429, 0.785, -0.039)
O (1.169, 0.508, 0.047)
S (0.964, -1.203, -0.381)
O (0.911, -2.084, 0.729)
O (-0.632, -0.852, -0.840)
N (3.040, -0.482, -0.469)
O (4.142, -0.694, -0.050)
H (-0.639, 0.114, -0.982)

Atom charges from the Mulliken analysis, given in e for atoms 1 to 2:
1 O -0.428
2 C 0.700



Record 10
Formula: CHNO5S2
Source: OMol25
Level of theory: ωB97M-V/def2-TZVPD

Calculated values
Calculated total energy, Eh: -1265.92850
Charge: -2
Frontier orbital gap, eV: 5.873
Molar mass, g mol⁻¹: 171.155
Highest occupied orbital energy, eV: 0.14
LUMO, eV: 6.018
Relative energy (zero: lowest compared OMol25 entry of this formula, charge and spin), eV: 3.660
Strongest force on any atom, eV Å⁻¹: 7.5

Atoms and positions in Å:
C (0.667, 0.279, -1.756)
N (0.112, -1.735, -1.015)
O (1.581, -1.814, 1.087)
O (1.799, -0.067, -2.360)
O (0.003, 1.163, -2.081)
O (-0.939, -2.002, 1.124)
O (-0.081, -1.866, -3.319)
S (0.358, -2.524, 0.521)
S (0.996, -1.922, -2.307)
H (0.591, 0.044, -0.647)

Atom charges from the Mulliken analysis, given in e for atoms 1 to 2:
1 C 0.421
2 N -0.281



Record 11
Formula: CHNOP2S
Source: OMol25
Level of theory: ωB97M-V/def2-TZVPD

Calculated values
⟨S²⟩: 2.047
Calculated total energy, Eh: -1249.37934
Frontier orbital gap (alpha / beta), eV: 5.432 / 6.542
Molar mass, g mol⁻¹: 137.040
Highest occupied orbital energy (alpha / beta), eV: -7.66 / -9.10
LUMO (alpha / beta), eV: -2.230 / -2.561
Spin multiplicity: 3
Strongest force on any atom, eV Å⁻¹: 6.4

Atoms and positions in Å:
C (-0.101, -0.534, 0.775)
N (-1.019, 1.708, -0.962)
O (-0.727, -1.516, 0.325)
P (1.715, -0.224, -0.181)
P (1.268, -0.176, -2.096)
S (-1.289, 1.222, 0.396)
H (0.152, -0.480, 1.744)

Atom charges from the Mulliken analysis, given in e for atoms 1 to 2:
1 C -0.306
2 N -0.137



Record 12
Formula: CHNOS
Source: OMol25
Level of theory: ωB97M-V/def2-TZVPD

Calculated values
Calculated total energy, Eh: -566.68486
Frontier orbital gap, eV: 7.871
Molar mass, g mol⁻¹: 75.092
Highest occupied orbital energy, eV: -9.44
LUMO, eV: -1.567
Relative energy (zero: lowest compared OMol25 entry of this formula, charge and spin), eV: 3.961
Strongest force on any atom, eV Å⁻¹: 5.1

Atoms and positions in Å:
C (-0.229, -0.254, -0.808)
N (0.120, -0.010, 0.414)
O (0.523, -0.228, 1.980)
S (-0.632, -0.481, -2.272)
H (0.217, 0.973, 0.686)

Atom charges from the Mulliken analysis, given in e for atoms 1 to 2:
1 C 0.659
2 N -0.262